[1]
Entry from the Open Molecules 2025 dataset: a 5-piece molecular cluster, C26H37BrO10 overall (ωB97M-V/def2-TZVPD).

Structure (ORCA input):
```
! wB97M-V def2-TZVPD RIJCOSX def2/J DEFGRID3
* xyz 0 1
O 1.2625 -2.4852 3.0353
C 0.5450 -2.9576 2.1663
C -0.0949 -4.2989 2.3714
C -0.3591 -4.9864 1.2743
Br -1.1054 -6.7405 1.4682
C -0.0773 -4.4595 -0.1230
O 0.0851 -5.2239 -1.0460
C 0.0497 -2.9517 -0.2725
C -0.0957 -2.3270 -1.4758
C 0.0752 -0.9668 -1.5328
C 0.3790 -0.2204 -0.4297
C 0.5109 -0.8570 0.7827
C 0.3563 -2.2113 0.8642
H -0.2830 -4.6713 3.3700
H -0.3087 -2.9019 -2.3692
H -0.0189 -0.4988 -2.5053
H 0.5343 0.8503 -0.4630
H 0.7376 -0.3183 1.6972
C -1.0760 4.3296 -6.2028
C 0.1292 3.7557 -5.4868
O -0.1837 3.3929 -4.1371
C -0.7353 2.2181 -3.7860
C -1.3067 1.3204 -4.8572
O -0.8272 1.9356 -2.6213
H -1.8834 3.6008 -6.2784
H -0.8059 4.6489 -7.2095
H -1.4688 5.1858 -5.6538
H 0.5711 2.9132 -6.0206
H 0.9044 4.5169 -5.4139
H -2.3773 1.5036 -4.9376
H -1.1452 0.2864 -4.5593
H -0.8442 1.4414 -5.8336
C -4.2697 -2.4233 3.9253
C -3.2461 -1.8027 2.9971
O -2.9302 -2.6738 1.9071
C -3.6337 -2.7650 0.7764
C -4.9943 -2.1182 0.6818
O -3.1811 -3.4208 -0.1219
H -5.2160 -2.6055 3.4149
H -4.4587 -1.7699 4.7774
H -3.9128 -3.3866 4.2905
H -3.5531 -0.8213 2.6317
H -2.3110 -1.6545 3.5367
H -5.7565 -2.8638 0.9042
H -5.1314 -1.7616 -0.3367
H -5.1254 -1.2593 1.3363
C -0.5022 4.8616 -1.0027
C -1.5381 5.9448 -1.2137
O -1.7806 6.6916 -0.0168
C -1.0276 7.7333 0.3793
C 0.2950 7.9913 -0.3048
O -1.3850 8.3974 1.3117
H 0.4657 5.2813 -0.7230
H -0.3740 4.2746 -1.9074
H -0.8079 4.1986 -0.1930
H -1.2811 6.6124 -2.0388
H -2.4922 5.4866 -1.4715
H 1.0903 7.5290 0.2779
H 0.4566 9.0667 -0.3376
H 0.3436 7.6342 -1.3309
C 4.1966 -4.7937 2.3425
C 4.1307 -3.5304 3.1781
O 4.9067 -3.6582 4.3764
C 6.2290 -3.4290 4.4367
C 7.0127 -3.2831 3.1524
O 6.7774 -3.4116 5.5039
H 5.2140 -5.0065 2.0113
H 3.5605 -4.7027 1.4602
H 3.8668 -5.6514 2.9296
H 4.4243 -2.6413 2.6171
H 3.1060 -3.3689 3.4998
H 7.4542 -4.2453 2.8966
H 7.8079 -2.5598 3.3196
H 6.4270 -2.9184 2.3118
*
```

Orbital gap (eV): 8.87
Largest force on an atom (Eh/bohr): 0.037
E (Eh): -4339.328099

[2]
Entry from the Open Molecules 2025 dataset: C26H37N3O3PSn as an isolated structure (ωB97M-V/def2-TZVPD).

Structure (ORCA input):
```
! wB97M-V def2-TZVPD RIJCOSX def2/J DEFGRID3
* xyz -1 1
Sn 1.0362 -1.2511 0.8893
N 4.0811 -1.5436 2.1347
C 3.5094 -0.8903 3.3256
C 2.3527 -1.7464 3.8774
O 2.5408 -2.3342 4.9510
N 1.2323 -1.7820 3.1410
C 0.2116 -2.6955 3.6059
C -0.5603 -3.3403 2.4597
O -1.3816 -4.2111 2.7040
O -0.3210 -2.9006 1.2548
H 4.2680 -2.5142 2.3674
H 4.9696 -1.1206 1.8913
H 3.1352 0.1031 3.0591
H 4.2539 -0.7876 4.1184
H -0.5271 -2.1845 4.2341
H 0.6516 -3.4913 4.2100
C 0.1136 -2.1182 -4.8449
C -0.1213 -2.3883 -3.3597
C -1.5865 -2.7206 -3.0677
P 0.4288 -1.1514 -2.0536
C 1.9867 -0.4453 -2.8115
C 3.0837 -1.5090 -2.7954
C 2.4369 0.7892 -2.0315
C -0.6923 0.2694 -2.0943
C -1.1925 0.7779 -3.2941
C -2.0739 1.8413 -3.3563
C -2.6194 2.3582 -4.6640
C -2.4616 2.4111 -2.1410
C -1.9801 1.9507 -0.9390
C -1.0642 0.8611 -0.8517
N -0.6003 0.4214 0.3445
C -0.8950 1.1559 1.5150
C -1.8582 0.6736 2.4123
C -2.6942 -0.5162 2.0292
C -2.0627 1.3370 3.6177
C -1.3449 2.4730 3.9579
C -1.5470 3.1735 5.2776
C -0.4196 2.9631 3.0430
C -0.1816 2.3262 1.8337
C 0.8291 2.8777 0.8664
H -0.0576 -3.0389 -5.4100
H 1.1345 -1.7924 -5.0474
H -0.5743 -1.3692 -5.2347
H 0.4792 -3.2641 -3.0887
H -2.2270 -1.8775 -3.3313
H -1.7206 -2.9274 -2.0035
H -1.9107 -3.5955 -3.6365
H 1.7629 -0.1424 -3.8393
H 3.2595 -1.8372 -1.7673
H 4.0191 -1.1021 -3.1890
H 2.8156 -2.3854 -3.3893
H 2.7193 0.5056 -1.0153
H 1.6366 1.5263 -1.9734
H 3.3038 1.2511 -2.5124
H -0.8715 0.3260 -4.2241
H -2.1507 1.8535 -5.5097
H -2.4457 3.4320 -4.7686
H -3.6984 2.1932 -4.7291
H -3.1653 3.2388 -2.1513
H -2.3139 2.4131 -0.0180
H -3.3754 -0.2462 1.2177
H -3.2774 -0.8764 2.8762
H -2.0721 -1.3288 1.6545
H -2.8084 0.9529 4.3074
H -2.1773 2.5822 5.9414
H -2.0186 4.1487 5.1327
H -0.5892 3.3412 5.7731
H 0.1357 3.8660 3.2817
H 1.2952 3.7816 1.2593
H 0.3527 3.1146 -0.0869
H 1.6037 2.1358 0.6657
*
```

Orbital gap (eV): 6.97
Largest force on an atom (Eh/bohr): 0.018
E (Eh): -1958.730549